{"formula": "C13H26MnN6S3", "method": "ωB97M-V/def2-TZVPD", "elements": ["Mn", "N", "C", "C", "C", "N", "C", "C", "N", "C", "H", "H", "H", "H", "H", "H", "H", "H", "H", "H", "H", "H", "H", "H", "H", "H", "C", "S", "C", "H", "H", "H", "H", "H", "H", "S", "C", "N", "C", "C", "C", "N", "H", "H", "H", "H", "S", "C", "N"], "coordinates": [[-0.5952, -0.7861, -0.1537], [3.8298, -1.3101, 0.0930], [2.6165, -0.9415, 0.8331], [2.3353, -1.9897, 1.9016], [1.0196, -1.7460, 2.6254], [-0.1198, -2.0398, 1.7140], [0.9227, -0.3182, 3.1553], [1.2859, 0.7587, 2.1380], [0.2106, 0.9007, 1.1115], [2.6170, 0.4517, 1.4510], [3.2549, -2.3197, -0.8645], [4.5504, -1.6647, 0.7151], [4.2251, -0.5201, -0.4077], [1.8055, -0.9709, 0.0947], [3.1407, -1.9532, 2.6423], [2.3511, -2.9949, 1.4713], [0.9709, -2.4279, 3.4767], [-0.9780, -2.0012, 2.2615], [-0.0469, -3.0081, 1.4058], [1.6086, -0.2244, 3.9997], [-0.0777, -0.1349, 3.5598], [1.3882, 1.7091, 2.6653], [0.4691, 1.6391, 0.4586], [-0.6244, 1.2573, 1.5748], [3.4132, 0.5164, 2.1979], [2.8325, 1.2101, 0.6918], [-4.1059, 0.1926, -0.0666], [-3.0312, -1.0971, 0.5898], [-3.7304, -2.5933, -0.1407], [-4.2610, 0.0392, -1.1323], [-3.6115, 1.1490, 0.0921], [-5.0539, 0.1787, 0.4649], [-4.6255, -2.8773, 0.4065], [-2.9924, -3.3888, -0.0566], [-3.9653, -2.4212, -1.1891], [-0.8042, 0.6040, -2.1487], [-0.8819, 2.2514, -2.5735], [-0.8096, 2.5438, -3.9006], [-0.8884, 3.8036, -4.3761], [-1.0398, 4.8303, -3.4931], [-1.0953, 4.4844, -2.1381], [-1.0197, 3.2415, -1.6879], [-0.7005, 1.7638, -4.5385], [-0.8237, 3.9215, -5.4486], [-1.1098, 5.8536, -3.8267], [-1.2049, 5.2552, -1.3838], [-0.3529, -3.0204, -1.4919], [1.2698, -2.9330, -1.4135], [2.4323, -2.8736, -1.3594]], "mulliken_spin": [4.758, 0.002, 0.051, -0.010, -0.036, 0.050, 0.017, -0.032, 0.069, -0.012, 0.000, 0.001, 0.000, -0.025, 0.001, 0.000, 0.005, 0.002, 0.001, -0.001, -0.003, 0.005, -0.001, 0.006, 0.000, -0.003, 0.005, 0.034, 0.004, 0.002, 0.001, 0.001, 0.001, 0.002, 0.001, 0.022, 0.013, 0.008, -0.001, 0.006, -0.002, 0.004, 0.000, 0.000, 0.000, 0.000, 0.021, 0.018, 0.014], "spin_multiplicity": 6, "total_charge": 2, "total_energy_ha": -3184.64666, "e_above_lowest_kcal_mol": 0.00, "homo_ev": [-14.458, -14.735]}

***

{"formula": "C13H26N2O2", "method": "ωB97M-V/def2-TZVPD", "elements": ["C", "C", "N", "C", "C", "C", "O", "C", "C", "C", "C", "O", "N", "C", "C", "C", "C", "H", "H", "H", "H", "H", "H", "H", "H", "H", "H", "H", "H", "H", "H", "H", "H", "H", "H", "H", "H", "H", "H", "H", "H", "H", "H"], "coordinates": [[-3.0110, -0.5504, -1.7155], [-3.3424, 0.2993, -0.4798], [-2.2925, 0.3039, 0.5177], [-2.3732, -0.6874, 1.5745], [-2.1815, -2.1096, 1.0554], [-1.2088, 1.1081, 0.4756], [-0.3749, 1.1114, 1.3685], [-1.0954, 2.0793, -0.6930], [0.3679, 2.4273, -0.9677], [1.0734, 1.2950, -1.7214], [1.0723, -0.0131, -0.9447], [0.2227, -0.8603, -1.1905], [2.0313, -0.2354, -0.0252], [3.0628, 0.6882, 0.3923], [2.8003, 1.2637, 1.7868], [2.0090, -1.5164, 0.6625], [2.7730, -2.5822, -0.1181], [-3.3954, -1.5606, -1.6123], [-3.4479, -0.1119, -2.6094], [-1.9331, -0.6213, -1.8408], [-3.5495, 1.3316, -0.7738], [-4.2450, -0.0820, 0.0057], [-3.3398, -0.5897, 2.0819], [-1.5790, -0.4424, 2.2827], [-3.0675, -2.4630, 0.5346], [-1.9816, -2.7819, 1.8860], [-1.3411, -2.1333, 0.3662], [-1.5407, 1.6669, -1.5945], [-1.6416, 2.9849, -0.4119], [0.8687, 2.6186, -0.0184], [0.4174, 3.3347, -1.5746], [2.0867, 1.5930, -1.9922], [0.5267, 1.0963, -2.6472], [3.1297, 1.5063, -0.3224], [4.0220, 0.1565, 0.3815], [3.3981, 2.1589, 1.9377], [1.7465, 1.5098, 1.8861], [3.0556, 0.5504, 2.5661], [0.9658, -1.8190, 0.7697], [2.4390, -1.3865, 1.6553], [2.3108, -2.7251, -1.0914], [2.7517, -3.5255, 0.4211], [3.8104, -2.2870, -0.2633]], "nbo_charge": [-0.652, -0.212, -0.437, -0.219, -0.630, 0.714, -0.678, -0.509, -0.384, -0.493, 0.708, -0.682, -0.436, -0.201, -0.641, -0.214, -0.614, 0.209, 0.206, 0.255, 0.200, 0.203, 0.183, 0.241, 0.197, 0.211, 0.235, 0.220, 0.234, 0.226, 0.209, 0.216, 0.227, 0.203, 0.191, 0.208, 0.255, 0.201, 0.228, 0.195, 0.220, 0.209, 0.197], "total_charge": 0, "total_energy_ha": -770.97428, "smiles": "CCN(CC)C(=O)CCCC(=O)N(CC)CC", "e_above_lowest_kcal_mol": 19.43, "homo_ev": -8.717}

***

{"formula": "C13H26N2O3OsPS2SeSi", "method": "ωB97M-V/def2-TZVPD", "elements": ["Os", "C", "C", "O", "P", "S", "S", "O", "C", "C", "H", "H", "H", "H", "H", "H", "H", "H", "H", "H", "C", "N", "C", "C", "O", "H", "H", "H", "H", "H", "H", "H", "Se", "C", "N", "C", "Si", "C", "C", "C", "C", "H", "H", "H", "H", "H", "H", "H", "H", "H"], "coordinates": [[-1.2505, 0.0492, -1.2942], [3.5007, 4.8180, -0.7462], [2.7976, 3.6656, -1.4375], [1.8762, 3.1003, -0.5027], [1.2676, 1.6293, -0.6819], [0.0254, 1.4264, 0.8678], [0.5988, 1.4203, -2.5800], [2.5039, 0.6046, -0.6073], [3.0612, 0.1591, 0.6308], [4.0726, 1.1581, 1.1642], [4.1979, 5.2820, -1.4360], [4.0465, 4.4603, 0.1234], [2.7690, 5.5520, -0.4186], [3.5107, 2.8997, -1.7539], [2.2415, 4.0105, -2.3144], [3.5276, -0.7996, 0.3965], [2.2538, -0.0041, 1.3529], [4.8376, 1.3421, 0.4111], [4.5389, 0.7671, 2.0656], [3.5751, 2.0965, 1.4017], [-4.6759, 3.4124, 2.0939], [-4.4809, 2.4467, 1.0345], [-5.6060, 1.8889, 0.3125], [-3.2653, 2.0124, 0.7306], [-3.0564, 1.1701, -0.1435], [-5.7322, 3.6492, 2.1860], [-4.1304, 4.3342, 1.8803], [-4.3241, 3.0137, 3.0487], [-6.5310, 2.3543, 0.6404], [-5.6580, 0.8118, 0.4810], [-5.4732, 2.0567, -0.7578], [-2.4472, 2.4630, 1.3091], [-2.9562, 0.3485, -3.1072], [-2.8959, -1.2488, -3.9368], [-2.9164, -2.2471, -4.5092], [0.9919, -5.5402, -1.3487], [0.5818, -4.4856, 0.1875], [2.1649, -4.0829, 1.1836], [-0.6567, -5.3748, 1.3350], [-0.1633, -2.8843, -0.3866], [-0.6585, -1.8271, -0.7589], [1.4042, -6.5077, -1.0741], [1.7150, -5.0388, -1.9866], [0.1013, -5.7147, -1.9461], [2.6432, -4.9850, 1.5566], [1.9285, -3.4556, 2.0381], [2.8896, -3.5503, 0.5761], [-0.2881, -6.3435, 1.6616], [-1.6071, -5.5337, 0.8357], [-0.8497, -4.7792, 2.2228]], "mulliken_spin": [0.941, 0.000, -0.001, -0.001, -0.004, 0.006, -0.005, 0.000, 0.002, 0.000, 0.000, 0.000, 0.000, 0.000, 0.001, 0.000, 0.000, 0.000, 0.000, 0.000, 0.001, 0.001, 0.000, -0.009, 0.046, 0.000, 0.000, 0.000, 0.000, 0.000, 0.000, 0.003, -0.046, 0.004, -0.006, 0.005, -0.004, 0.001, 0.004, 0.210, -0.148, 0.000, 0.000, 0.000, 0.000, 0.000, -0.001, 0.000, -0.001, 0.001], "spin_multiplicity": 2, "total_charge": 0, "total_energy_ha": -4765.49519, "e_above_lowest_kcal_mol": 50.09, "homo_ev": [-8.147, -7.994]}

***

{"formula": "C13H26N2O3S", "method": "ωB97M-V/def2-TZVPD", "elements": ["H", "N", "C", "C", "C", "C", "O", "C", "S", "C", "O", "O", "C", "C", "C", "C", "C", "N", "C", "C", "H", "H", "H", "H", "H", "H", "H", "H", "H", "H", "H", "H", "H", "H", "H", "H", "H", "H", "H", "H", "H", "H", "H", "H", "H"], "coordinates": [[-3.4137, 2.3237, 1.2572], [-3.4485, 1.3665, 0.8099], [-3.1578, 0.4596, 1.8081], [-2.7995, 0.9867, 3.3470], [-3.1381, -1.1292, 1.4053], [-2.0084, -1.4481, 0.2619], [-2.2160, -0.9124, -1.1249], [-0.8959, -1.1523, -1.7841], [-0.7021, -0.7813, -3.6080], [1.1113, -0.5081, -4.0997], [-1.1974, -2.0465, -4.3883], [-1.4922, 0.4460, -4.1210], [0.1091, -0.4242, -0.6880], [-0.1574, 1.1442, -0.2784], [1.1787, 2.0940, -0.2692], [2.4194, 1.2437, 0.4032], [3.6714, 2.1666, 0.9281], [4.7543, 1.1814, 1.4141], [-0.4068, -1.3188, 0.6282], [0.4614, -2.7317, 0.8413], [-2.3730, 2.0714, 3.2172], [-1.9498, 0.2560, 3.7581], [-3.7904, 0.9325, 3.9885], [-2.8237, -1.7315, 2.3857], [-4.1744, -1.5310, 0.9710], [-2.1233, -2.6155, 0.0810], [-0.8068, -2.3337, -1.6408], [1.7171, 0.1204, -3.3136], [1.0817, 0.0693, -5.1250], [1.6030, -1.5762, -4.2651], [1.1601, -0.7620, -1.0782], [-0.6328, 1.1818, 0.8153], [-0.9694, 1.6714, -0.9750], [0.9515, 3.0224, 0.4361], [1.4218, 2.5457, -1.3280], [1.9499, 0.5502, 1.2204], [2.8400, 0.5456, -0.4673], [4.1221, 2.7425, 0.0139], [3.2594, 2.8537, 1.7819], [4.1932, 0.4671, 1.9680], [5.0142, 0.6405, 0.5353], [-0.3871, -0.8094, 1.6813], [1.5414, -2.5418, 1.2628], [-0.0798, -3.4915, 1.5535], [0.5836, -3.2376, -0.2196]], "nbo_charge": [0.326, -0.609, 0.297, -0.702, -0.487, 0.098, -0.528, -0.124, 1.919, -0.835, -0.905, -0.885, -0.250, -0.433, -0.415, -0.429, -0.228, -0.818, -0.237, -0.638, 0.231, 0.222, 0.246, 0.229, 0.268, 0.178, 0.236, 0.246, 0.287, 0.263, 0.225, 0.220, 0.260, 0.209, 0.212, 0.202, 0.187, 0.201, 0.200, 0.342, 0.344, 0.217, 0.226, 0.225, 0.207], "total_charge": 0, "total_energy_ha": -1244.01841, "smiles": "[H]/N=C(\\C)C[C@H]1O[C@@H](S(C)(=O)=O)[C@@H](CCCCN)[C@@H]1C", "e_above_lowest_kcal_mol": 241.58, "homo_ev": -9.623}

***

{"formula": "C13H26N3O2PPt", "method": "ωB97M-V/def2-TZVPD", "elements": ["Pt", "C", "O", "C", "O", "N", "N", "H", "H", "H", "H", "H", "H", "C", "C", "P", "C", "C", "C", "C", "H", "H", "H", "H", "H", "H", "H", "H", "H", "H", "H", "H", "H", "H", "H", "C", "C", "C", "N", "C", "C", "H", "H", "H", "H", "H"], "coordinates": [[0.1866, -0.5424, -0.7967], [5.5719, -0.9601, -1.4983], [4.4690, -0.3565, -0.7779], [3.2288, -0.6454, -1.0578], [2.3305, -0.0732, -0.4225], [2.9739, -1.5426, -2.0411], [1.6432, -1.8830, -2.3251], [6.4642, -0.5158, -1.0779], [5.5126, -0.7154, -2.5593], [5.5885, -2.0366, -1.3298], [3.7159, -2.0074, -2.5381], [1.5087, -2.8737, -2.1446], [1.4462, -1.7102, -3.3071], [-2.4614, -2.6338, 0.8631], [-1.4032, -2.0329, 1.7962], [-0.7675, -0.4395, 1.2520], [-2.1250, 0.7489, 1.2344], [-2.7176, 1.0843, 2.6091], [0.5227, 0.1149, 2.3964], [0.2943, -0.2364, 3.8731], [-2.8455, -3.5592, 1.2903], [-2.0458, -2.8678, -0.1192], [-3.3104, -1.9631, 0.7249], [-0.5500, -2.7041, 1.9178], [-1.8101, -1.8444, 2.7937], [-2.8880, 0.3414, 0.5673], [-1.7268, 1.6450, 0.7557], [-3.0390, 0.1955, 3.1518], [-3.5946, 1.7154, 2.4743], [-2.0089, 1.6354, 3.2268], [0.6167, 1.1942, 2.2491], [1.4569, -0.3264, 2.0436], [-0.6199, 0.2027, 4.2712], [1.1292, 0.1495, 4.4572], [0.2577, -1.3144, 4.0310], [-1.8807, 3.3909, -2.8073], [-2.3027, 2.1272, -3.1898], [-1.6831, 1.0238, -2.6429], [-0.6742, 1.1450, -1.7577], [-0.2623, 2.3720, -1.3870], [-0.8406, 3.5127, -1.8966], [-2.3558, 4.2727, -3.2165], [-3.1038, 1.9920, -3.9029], [-1.9832, 0.0223, -2.9128], [0.5610, 2.4167, -0.6871], [-0.4784, 4.4814, -1.5830]], "nbo_charge": [0.765, -0.282, -0.443, 0.913, -0.712, -0.481, -0.684, 0.249, 0.200, 0.200, 0.421, 0.401, 0.403, -0.611, -0.763, 1.286, -0.757, -0.616, -0.755, -0.614, 0.255, 0.212, 0.220, 0.260, 0.272, 0.255, 0.248, 0.219, 0.251, 0.223, 0.257, 0.264, 0.223, 0.252, 0.220, -0.103, -0.227, 0.049, -0.514, 0.033, -0.217, 0.256, 0.260, 0.224, 0.230, 0.258], "total_charge": 2, "total_energy_ha": -1285.80464, "e_above_lowest_kcal_mol": 53.02, "homo_ev": [-15.542, -15.371]}